[1]
Entry from OMol25: 4 unconnected molecules or ions with the total composition C18H37B4Br2NO15 at a distorted geometry (the ωB97M-V functional and the def2-TZVPD basis).

The geometry in XYZ format:
```
77
Properties=species:S:1:pos:R:3:mulliken_charge:R:1
C 1.5835 4.4901 -3.5808 -1.048
C 0.3513 4.4179 -4.5304 0.838
C 0.2814 5.4572 -5.7054 -1.174
N -0.6004 3.5610 -4.4687 -0.806
B -0.5814 2.8281 -3.1722 0.460
O -1.2453 3.4543 -2.0839 -0.470
B -0.9812 2.7563 -0.8852 0.767
O -0.6940 3.4352 0.3278 -0.313
B -1.6027 2.9634 1.3383 0.236
O -1.3005 1.8253 2.0997 -0.202
O -2.7927 3.6691 1.6065 -0.514
O -1.0167 1.3308 -0.9611 0.229
B 0.0597 0.9771 -1.8469 0.307
C 1.1026 -0.1117 -1.2900 -0.257
Br 0.3185 -1.9471 -1.2905 -0.154
C 2.5203 -0.0711 -1.9402 -0.163
C 3.3074 1.2335 -1.5395 -1.098
Br 2.5310 -0.4241 -3.8897 -0.143
O 0.0906 1.5758 -3.1205 -0.502
H 2.2784 5.2590 -4.0010 0.359
H 1.3370 4.8199 -2.5489 0.265
H 2.1581 3.5320 -3.5936 0.167
H 1.3204 5.8248 -5.8816 0.341
H -0.3644 6.3190 -5.4376 0.253
H -0.1098 4.9474 -6.6130 0.326
H -0.3623 1.6360 1.9934 0.221
H -2.6975 4.5046 1.1317 0.295
H 1.2489 0.1257 -0.2052 0.318
H 3.0989 -0.9122 -1.4874 0.596
H 3.7738 1.0015 -0.5483 0.357
H 4.1392 1.4681 -2.2307 0.328
H 2.6485 2.1139 -1.3742 0.175
C -3.8482 0.1904 1.2846 -0.613
C -4.8960 0.9454 0.4910 -0.367
O -6.1863 0.3253 0.5870 -0.387
C -6.8155 0.4851 1.7507 0.749
O -6.4112 1.0991 2.7010 -0.559
O -7.9787 -0.1716 1.6862 -0.354
C -8.7102 -0.1627 2.9114 -0.632
H -3.8162 -0.8577 0.9774 0.401
H -2.8627 0.6324 1.1428 0.084
H -4.0733 0.1996 2.3520 0.297
H -4.6276 0.9273 -0.5660 0.277
H -4.9529 1.9930 0.7933 0.340
H -8.8757 0.8545 3.2649 0.289
H -8.1832 -0.7489 3.6648 0.294
H -9.6759 -0.6264 2.7194 0.222
C -1.8108 -1.4240 4.2568 -1.101
C -1.6276 -0.0759 4.9262 0.033
O -1.5840 -0.1969 6.3548 -0.381
C -0.4587 -0.7057 6.8536 0.719
O 0.5065 -1.0522 6.2259 -0.554
O -0.5896 -0.7784 8.1821 -0.353
C 0.5160 -1.4020 8.8342 -0.635
H -2.6978 -1.9271 4.6469 0.303
H -1.9132 -1.3066 3.1769 0.241
H -0.9624 -2.0822 4.4490 0.386
H -2.4855 0.5552 4.6965 0.274
H -0.7388 0.4399 4.5598 0.263
H 1.4537 -0.9095 8.5790 0.289
H 0.5553 -2.4598 8.5723 0.291
H 0.3561 -1.3127 9.9069 0.225
C 7.7278 -5.6901 -3.7469 -1.084
C 6.8127 -5.3035 -4.8926 -0.177
O 5.4321 -5.4672 -4.5466 -0.373
C 4.9358 -4.5506 -3.7147 0.753
O 5.5305 -3.6144 -3.2507 -0.559
O 3.6596 -4.8594 -3.4716 -0.394
C 3.0385 -4.0048 -2.5112 -0.323
H 7.5132 -6.7070 -3.4127 0.290
H 8.7735 -5.6282 -4.0512 0.351
H 7.5848 -5.0361 -2.8862 0.311
H 6.9954 -5.9673 -5.7377 0.285
H 7.0015 -4.2842 -5.2344 0.306
H 3.1203 -2.9594 -2.8033 0.024
H 3.4832 -4.1658 -1.5277 0.335
H 1.9849 -4.2696 -2.4649 0.222
```

Its orbital gap is 0.3586 Eh. The value obtained for the LUMO energy is -0.0075 Eh. The value obtained for the largest force on an atom is 0.0514 Eh/bohr. The SMILES is CC(C)=NB1OB(OB(O)O)OB([C@@H](Br)[C@H](C)Br)O1.CCOC(=O)OC.CCOC(=O)OC.CCOC(=O)OC. Its HOMO energy is -0.3661 Eh.


[2]
Entry from OMol25: a molecular structure, C24H34ClCrN4O7PS3 at a distorted geometry (the ωB97M-V functional and the def2-TZVPD basis).

The geometry in XYZ format:
```
75
Properties=species:S:1:pos:R:3:mulliken_charge:R:1
Cr 0.2831 0.0509 0.2380 0.229
O -2.8957 -2.2172 -2.0755 -0.573
C -3.7659 -1.2102 -2.1785 0.288
C -4.9315 -1.4153 -2.9190 -0.771
C -5.8536 -0.4050 -3.0672 -0.471
C -5.6284 0.8416 -2.4894 -0.924
C -4.4812 1.0619 -1.7645 -0.550
C -3.5289 0.0466 -1.5845 0.712
C -2.3084 0.2791 -0.8234 -0.503
O -1.6028 -0.6389 -0.3333 0.506
N -1.9414 1.5580 -0.5789 0.173
N -0.8185 1.6611 0.1972 0.614
C -0.5928 2.7468 0.8576 -0.436
C 0.3663 2.7991 1.9108 0.097
C 0.7876 4.0285 2.4402 -0.687
C 1.6147 4.0844 3.5371 -0.805
C 2.0184 2.8992 4.1577 -0.683
C 1.5779 1.6808 3.7018 -0.629
C 0.7706 1.5763 2.5476 0.866
O 0.3766 0.4235 2.1330 0.109
H -2.1244 -1.8975 -1.5750 0.148
H -5.0779 -2.3822 -3.3738 0.490
H -6.7526 -0.5776 -3.6384 0.417
H -6.3511 1.6338 -2.6141 0.448
H -4.3282 2.0254 -1.3090 0.488
H -1.2079 3.6256 0.6688 0.463
H 0.4506 4.9368 1.9605 0.450
H 1.9539 5.0322 3.9267 0.411
H 2.6826 2.9478 5.0072 0.457
H 1.8801 0.7634 4.1862 0.437
C -2.4301 -4.4044 1.3669 -0.406
C -2.1017 -3.6810 2.6610 -0.854
S -1.2904 -2.0421 2.4355 0.149
C 0.4025 -2.3660 3.0125 -0.209
C 1.2952 -3.0722 2.0125 -0.800
S 1.5655 -2.1790 0.4241 0.040
C 0.8999 -3.4185 -0.7614 -0.771
C -0.5808 -3.7099 -0.6161 0.321
S -0.9678 -5.0989 0.5240 -0.145
H -2.9429 -3.7487 0.6649 0.044
H -3.0683 -5.2605 1.5871 0.499
H -1.4587 -4.2912 3.2917 0.343
H -3.0303 -3.4723 3.1952 0.485
H 0.3459 -2.9532 3.9296 0.711
H 0.7865 -1.3746 3.2475 -0.435
H 0.8848 -4.0436 1.7386 0.271
H 2.2915 -3.1984 2.4404 0.595
H 1.5029 -4.3208 -0.6558 0.554
H 1.0902 -2.9730 -1.7392 0.163
H -1.0051 -3.9749 -1.5865 0.805
H -1.0847 -2.8392 -0.2045 -1.193
Cl 4.3982 0.5119 -2.0791 -0.247
C 4.0876 1.6624 -0.7848 -0.692
C 2.5681 1.6095 -0.5120 0.525
O 1.8294 2.4010 -1.0827 -0.599
O 2.2042 0.6904 0.2679 -0.850
H 4.4036 2.6433 -1.1414 0.394
H 4.6610 1.3405 0.0848 0.364
N -1.8874 2.8294 -2.8471 -0.523
C -0.4478 2.6215 -2.9346 -1.144
P -0.1079 0.7898 -3.0426 1.644
O -1.2365 0.0852 -3.6780 -0.911
O 0.4927 0.0380 -1.8410 -0.365
C 1.4391 0.8075 -4.1367 -0.901
N 2.1016 -0.4675 -3.8137 0.044
H -2.1560 2.2880 -1.3159 0.482
H -2.3521 2.1657 -3.4665 0.279
H -2.1533 3.7671 -3.1313 0.260
H 0.0641 3.0806 -2.0897 0.313
H -0.0229 3.0332 -3.8588 0.687
H 2.0900 1.6286 -3.8380 0.345
H 1.1924 0.8872 -5.1925 0.448
H 1.7241 -1.2350 -4.3764 0.447
H 1.7887 -0.5865 -2.8040 -0.246
H 3.1287 -0.4190 -3.8597 0.311
```

The expectation value of S² is 0.762. Its orbital gap (alpha / beta) is 0.2528 / 0.2736 Eh. The spin multiplicity is 2. Its total charge is +1. The value obtained for the LUMO energy (alpha / beta) is -0.1378 / -0.1167 Eh. The value obtained for the largest force on an atom is 0.0480 Eh/bohr. Its HOMO energy (alpha / beta) is -0.3906 / -0.3903 Eh.


Here are the calculated DFT total energy numbers, same order: -7139.3779 -4721.1500 (hartree).